(P)
Density functional theory data (the ωB97M-V functional and the def2-TZVPD basis) for the molecule C11H12N2S.

Structure (ORCA input):
```
! wB97M-V def2-TZVPD RIJCOSX def2/J DEFGRID3
* xyz 0 1
C 4.02 -0.71 1.53
N 3.86 -1.03 0.11
C 3.49 0.14 -0.68
C 2.06 0.54 -0.47
C 1.54 1.79 -0.42
C 0.12 1.79 -0.27
C -0.41 0.52 -0.20
C -1.81 0.15 -0.03
C -2.70 0.95 0.69
C -4.04 0.57 0.81
C -4.44 -0.62 0.21
N -3.62 -1.41 -0.47
C -2.34 -1.03 -0.59
S 0.84 -0.67 -0.32
H 4.78 0.09 1.74
H 3.04 -0.38 1.94
H 4.32 -1.60 2.05
H 4.69 -1.45 -0.26
H 4.14 1.02 -0.49
H 3.64 -0.11 -1.74
H 2.14 2.68 -0.51
H -0.49 2.67 -0.24
H -2.33 1.84 1.18
H -4.75 1.18 1.37
H -5.47 -0.95 0.29
H -1.69 -1.68 -1.21
*
```

Computed properties:
gap between HOMO and LUMO: 8.78 eV


(Q)
Density functional theory data (the ωB97M-V functional and the def2-TZVPD basis) for the molecule C11H12N2S.

Structure (ORCA input):
```
! wB97M-V def2-TZVPD RIJCOSX def2/J DEFGRID3
* xyz 0 1
C 3.79 1.74 -1.18
C 3.33 2.38 0.02
C 3.01 0.73 -1.67
C 2.17 1.89 0.66
C 1.80 0.29 -1.13
C -1.51 -1.39 0.76
C 1.44 0.80 0.07
C -2.81 -1.63 0.41
C -1.48 0.48 -0.72
C -3.65 -2.71 1.02
C 0.25 0.22 0.79
N -0.86 -0.38 0.04
N -3.20 -0.81 -0.56
S -1.63 1.83 -1.61
H 4.72 1.93 -1.67
H 3.92 3.16 0.53
H 3.46 0.28 -2.68
H 1.91 2.37 1.58
H 1.17 -0.39 -1.72
H -0.80 -1.88 1.41
H -3.24 -2.79 1.97
H -4.72 -2.45 0.98
H -3.47 -3.57 0.45
H 0.69 -0.66 1.35
H -0.11 1.00 1.55
H -4.16 -0.44 -0.65
*
```

Computed properties:
gap between HOMO and LUMO: 7.74 eV


Stability, lowest: (Q)


(P)
Density functional theory data (the ωB97M-V functional and the def2-TZVPD basis) for the molecule C6H11P.

Structure (ORCA input):
```
! wB97M-V def2-TZVPD RIJCOSX def2/J DEFGRID3
* xyz 0 1
C -0.40 -0.03 3.69
C -0.63 -1.27 2.88
C -0.63 -1.23 1.42
P -0.16 -0.37 0.14
C -0.38 -0.59 -1.70
C -0.90 0.35 -2.68
C 0.28 1.02 -3.35
H 0.49 0.49 3.60
H -0.58 -0.29 4.76
H -1.06 0.69 3.27
H -1.63 -1.75 3.06
H 0.06 -2.16 3.23
H 0.64 -1.01 -2.01
H -1.50 -0.22 -3.45
H -1.66 1.02 -2.24
H 0.00 1.43 -4.27
H 1.04 0.23 -3.43
H 0.70 1.85 -2.88
*
```

Computed properties:
gap between HOMO and LUMO (alpha / beta): 7.34 / 7.26 eV


(Q)
Density functional theory data (the ωB97M-V functional and the def2-TZVPD basis) for a cluster of 2 separate species, C6H11P in total.

Structure (ORCA input):
```
! wB97M-V def2-TZVPD RIJCOSX def2/J DEFGRID3
* xyz 0 1
C 2.25 0.84 0.58
C 1.28 0.36 -0.15
C -1.25 1.08 -0.07
C -0.12 0.27 0.28
C 1.67 -0.12 -1.52
C -2.28 -1.46 0.82
P -1.53 -0.66 -0.71
H 3.19 0.91 0.09
H 2.13 1.20 1.62
H -2.10 1.41 0.59
H -1.00 1.65 -0.97
H -0.16 -0.29 1.68
H 2.55 0.51 -1.84
H 1.88 -1.16 -1.55
H 0.94 0.12 -2.33
H -1.53 -1.59 1.71
H -2.90 -2.45 0.68
H -3.03 -0.64 1.10
*
```

Computed properties:
gap between HOMO and LUMO: 9.65 eV


Stability, lowest: (P)


(P)
Density functional theory data (the ωB97M-V functional and the def2-TZVPD basis) for a cluster of 2 separate species, C8H12NO2P in total.

Structure (ORCA input):
```
! wB97M-V def2-TZVPD RIJCOSX def2/J DEFGRID3
* xyz 0 1
C 2.79 0.62 1.32
C 1.78 0.85 0.14
N 1.76 2.20 -0.25
C 0.78 -0.04 -0.09
C 0.69 -1.30 0.52
C -0.30 -2.15 0.26
C -1.33 -1.88 -0.63
C -1.28 -0.73 -1.30
C -0.15 0.29 -1.24
H 3.11 -0.44 1.36
H 3.65 1.27 1.23
H 2.14 0.82 2.16
H 2.53 2.81 -0.23
H 1.21 2.26 -1.04
H 1.40 -1.70 1.26
H -0.04 -3.18 0.73
H -2.29 -2.49 -0.77
H -2.11 -0.44 -1.93
H 0.48 0.21 -2.18
H -0.65 1.30 -1.24
O -3.44 1.57 -0.88
P -2.83 0.78 0.21
O -4.13 -0.22 0.83
H -3.80 -0.40 1.73
*
```

Computed properties:
gap between HOMO and LUMO: 7.01 eV


(Q)
Density functional theory data (the ωB97M-V functional and the def2-TZVPD basis) for the molecule C8H12NO2P.

Structure (ORCA input):
```
! wB97M-V def2-TZVPD RIJCOSX def2/J DEFGRID3
* xyz 0 1
C -2.31 1.18 1.39
P -1.85 0.48 -0.35
O -1.45 1.55 -1.29
O -3.21 -0.17 -0.91
C -0.53 -1.01 -0.71
N -0.90 -2.19 -0.10
C 0.91 -0.59 -0.49
C 1.36 -0.31 0.81
C 2.58 0.31 0.98
C 3.32 0.80 -0.13
C 2.89 0.62 -1.41
C 1.66 -0.02 -1.50
H -2.24 2.23 1.13
H -3.29 0.98 1.79
H -1.57 0.94 1.97
H -3.27 -1.21 -0.73
H -0.68 -1.08 -1.73
H -0.17 -2.91 -0.24
H -0.71 -2.17 0.90
H 0.84 -0.76 1.67
H 3.13 0.42 1.98
H 4.32 1.36 0.07
H 3.51 0.85 -2.20
H 1.33 -0.08 -2.62
*
```

Computed properties:
gap between HOMO and LUMO: 9.64 eV


Stability, lowest: (P)